Record 1
A 3-piece molecular cluster, C4H14N2OS overall. Source: the OMol25 dataset; level of theory: ωB97M-V/def2-TZVPD.

```
22
C4H14N2OS (ωB97M-V/def2-TZVPD)
S 0.6469 -0.5615 0.2908
O -2.6252 0.4381 -3.0471
N 3.4759 -0.5552 1.8858
N -1.4826 2.0993 0.0682
C 2.7240 -1.8061 1.6875
C 1.2129 -1.6563 1.6462
C -2.1437 1.0901 -0.7418
C -2.1171 1.4894 -2.2177
H -3.1834 0.8729 -0.4649
H 0.7545 -2.6375 1.5090
H 3.0521 -2.1697 0.7068
H -1.0709 1.7439 -2.4237
H -1.9076 -0.1906 -3.1324
H 3.0102 0.1719 1.3490
H 0.8534 -1.2360 2.5938
H -1.5316 0.1797 -0.5983
H 3.4195 -0.2898 2.8604
H -1.2605 1.7721 0.9974
H -1.2321 -1.1018 0.8866
H -2.8135 2.3120 -2.3776
H 3.0512 -2.5392 2.4297
H -2.0438 2.9393 0.1470
```

Computed properties:
- ⟨S²⟩ = 0.756
- energy relative to the best compared isomer or geometry (same formula, charge and spin) (eV) = 0.750
- multiplicity = 2
- LUMO level (spin up / spin down) (hartree) = 0.1354 / 0.1350
- charge = -1
- HOMO-LUMO gap (spin up / spin down) (hartree) = 0.194 / 0.259



Record 2
C14H23N2O3RuSe2Te2 as an isolated structure. Source: the OMol25 dataset; level of theory: ωB97M-V/def2-TZVPD.

```
47
C14H23N2O3RuSe2Te2 (ωB97M-V/def2-TZVPD)
Te 4.5905 0.0212 2.9864
Te 3.1273 0.0840 5.2060
Ru 0.7067 0.2357 1.8806
Se 0.9906 0.8423 4.1759
Se 2.8757 -0.7021 1.3796
O -3.2610 -1.4727 2.6298
O 0.4004 0.2981 -0.1352
O -1.0353 -1.2898 2.3326
N -1.2842 1.3793 2.1339
N -2.3873 0.5285 2.2689
C 1.4455 0.0838 -4.0464
C 2.1088 2.8754 -0.1191
C -3.1053 -2.8996 2.8010
C 1.1999 1.4197 -2.0514
C -1.6608 -1.8469 -1.1116
C 0.6762 0.2445 -1.3775
C 1.2628 2.7789 -1.3904
C 0.5498 -2.8277 -0.3475
C -0.2177 -2.1833 -1.5044
C 0.8777 -1.0281 -3.4244
C 1.5819 1.2941 -3.3638
C 0.4675 -0.9853 -2.1140
C -0.1550 3.3173 -1.1691
C -2.1502 -0.8009 2.4133
H -2.4795 -3.1007 3.6668
H 3.0409 2.3175 -0.2063
H -0.2653 -2.9226 -2.3080
H -2.6577 -3.3312 1.9092
H 0.1689 -3.8359 -0.1803
H -3.3070 0.9038 2.4378
H -0.7300 2.6293 -0.5472
H -2.1587 -2.7409 -0.7330
H 1.6152 -2.9109 -0.5688
H -0.6908 3.4283 -2.1116
H 1.5779 2.5073 0.7619
H 2.3550 3.9209 0.0702
H 0.7473 -1.9424 -3.9890
H -1.4087 1.9706 1.3189
H -1.6802 -1.0887 -0.3305
H 0.4273 -2.2734 0.5812
H -0.1205 4.2901 -0.6776
H -1.1912 1.9725 2.9552
H -4.1097 -3.2771 2.9526
H 1.7609 0.0149 -5.0790
H 1.9913 2.1521 -3.8818
H 1.7400 3.4296 -2.1277
H -2.2302 -1.4799 -1.9660
```

Computed properties:
- ⟨S²⟩ = 6.057
- energy relative to the best compared isomer or geometry (same formula, charge and spin) (eV) = 0.000
- multiplicity = 5
- LUMO level (spin up / spin down) (hartree) = -0.1231 / -0.1945
- charge = +1
- HOMO-LUMO gap (spin up / spin down) (hartree) = 0.249 / 0.191



Record 3
C10H13N5O2PdS as an isolated structure. Source: the OMol25 dataset; level of theory: ωB97M-V/def2-TZVPD.

```
32
C10H13N5O2PdS (ωB97M-V/def2-TZVPD)
Pd -0.0721 0.1311 -0.2835
S -0.1226 -2.0325 -1.3689
O 4.0992 0.9575 0.4835
O 1.9132 0.4139 0.5008
N -1.9089 -2.2376 0.7683
N 0.6655 1.1302 -2.1017
N -1.1042 1.6452 1.1354
N -1.6460 -0.9653 0.8776
N -1.3466 -4.1209 -0.3149
C -2.4058 -0.2791 1.7041
C -2.8483 1.8737 2.7868
C -1.4864 3.7420 2.2233
C 2.9236 1.8062 -1.2600
C 2.1249 1.0965 -2.3438
C -2.5216 3.2158 2.9655
C 2.9171 0.9457 0.0465
C -2.1185 1.1239 1.8771
C -1.1329 -2.8275 -0.2733
C -0.8064 2.9190 1.3182
H 0.2006 0.6413 -2.8625
H 0.3277 2.0885 -2.1436
H -3.0673 3.8266 3.6716
H -1.9985 -4.5443 0.3336
H -3.2353 -0.7590 2.2143
H 2.4835 2.7538 -0.9366
H 0.0043 3.3214 0.7241
H 3.9359 2.0086 -1.5993
H -1.1915 4.7769 2.3271
H -0.8789 -4.7048 -0.9945
H -3.6489 1.4121 3.3497
H 2.3632 1.5888 -3.2888
H 2.4305 0.0551 -2.4416
```

Computed properties:
- ⟨S²⟩ = 6.047
- multiplicity = 5
- LUMO level (spin up / spin down) (hartree) = -0.2717 / -0.3528
- charge = +2
- HOMO-LUMO gap (spin up / spin down) (hartree) = 0.291 / 0.234



Record 4
One molecule with the formula C4H9NO. Source: the OMol25 dataset; level of theory: ωB97M-V/def2-TZVPD.

```
15
C4H9NO (ωB97M-V/def2-TZVPD)
O 1.1380 1.0136 -1.5402
N -0.3072 0.3140 0.1102
C 0.0140 1.3282 -2.3551
C -0.3641 -1.7195 1.5068
C 0.8570 0.5529 -0.3142
C -0.3892 -0.1943 1.4737
H -0.5994 2.0944 -1.8714
H -1.2229 -2.1409 0.9760
H -0.6052 0.4440 -2.5301
H 0.4316 0.1968 2.0968
H 0.4251 1.7022 -3.2943
H 1.7845 0.4226 0.2577
H 0.5473 -2.0980 1.0303
H -1.3252 0.1674 1.9145
H -0.3842 -2.0833 2.5393
```

Computed properties:
- SMILES = CC/N=C/OC
- energy relative to the best compared isomer or geometry (same formula, charge and spin) (eV) = 1.445
- LUMO level (hartree) = 0.0407
- HOMO-LUMO gap (hartree) = 0.397



Record 5
One molecule with the formula CH2N2O3S at a distorted geometry. Source: the OMol25 dataset; level of theory: ωB97M-V/def2-TZVPD.

```
9
CH2N2O3S (ωB97M-V/def2-TZVPD)
S -1.9927 -0.2785 -0.1114
O -2.8392 -1.4135 0.1797
O 0.4069 1.6438 0.4894
O -2.4071 0.7952 -1.0130
N -0.5447 -0.5515 0.3561
N 1.8716 -0.1217 -0.0063
C 0.7342 0.5499 0.2438
H 2.0219 -1.0145 -0.4289
H 2.7491 0.3908 0.2906
```

Computed properties:
- SMILES = NC(=O)N=S(=O)=O
- energy relative to the best compared isomer or geometry (same formula, charge and spin) (eV) = 1.513
- LUMO level (hartree) = -0.0258
- HOMO-LUMO gap (hartree) = 0.356



Record 6
An isolated ion of composition C5H6NO and charge +1 at a distorted geometry. Source: the OMol25 dataset; level of theory: ωB97M-V/def2-TZVPD.

```
13
C5H6NO (ωB97M-V/def2-TZVPD)
O 3.9338 -0.5174 0.0088
N 2.8713 -0.0755 0.1076
C -2.1367 -0.6181 0.0951
C 1.7727 0.3874 0.1313
C -0.6034 -0.9017 0.0116
C 0.2515 0.0648 -0.0029
C 0.6325 1.4081 -0.0462
H 0.4517 2.1391 0.6761
H -2.2892 0.4170 0.6182
H -2.4462 -0.7500 -0.9879
H -2.6006 -1.3034 0.6905
H 0.6954 1.7462 -1.0984
H -0.5327 -1.9963 -0.2037
```

Computed properties:
- SMILES = C/C=C1\CC1=[N+]=O
- energy relative to the best compared isomer or geometry (same formula, charge and spin) (eV) = 6.953
- LUMO level (hartree) = -0.2426
- charge = +1
- HOMO-LUMO gap (hartree) = 0.309



Record 7
C3H7N4 as an isolated structure at a distorted geometry. Source: the OMol25 dataset; level of theory: ωB97M-V/def2-TZVPD.

```
14
C3H7N4 (ωB97M-V/def2-TZVPD)
N -0.0865 0.8784 -0.0922
N 0.6345 -1.3723 -0.1978
N 1.7481 -0.9577 -0.1960
N 2.1076 0.2626 0.2489
C -1.7742 -0.7654 -0.2060
C 1.2085 1.2274 -0.0736
C -0.4575 -0.4586 0.3298
H 3.1221 0.5518 0.2117
H -2.5650 -0.6354 0.4531
H -1.9771 -1.7863 -0.3854
H -0.2287 -0.4898 1.7369
H -0.9616 1.5331 -0.3183
H -2.0876 -0.2451 -1.0470
H 1.3173 2.2575 -0.4642
```

Computed properties:
- ⟨S²⟩ = 2.019
- energy relative to the best compared isomer or geometry (same formula, charge and spin) (eV) = 3.029
- multiplicity = 3
- LUMO level (spin up / spin down) (hartree) = -0.1677 / -0.2735
- charge = +1
- HOMO-LUMO gap (spin up / spin down) (hartree) = 0.252 / 0.291



Record 8
CH3N5O as an isolated structure at a distorted geometry. Source: the OMol25 dataset; level of theory: ωB97M-V/def2-TZVPD.

```
10
CH3N5O (ωB97M-V/def2-TZVPD)
O 2.4137 1.9084 0.0021
N 3.0331 -0.2508 0.0601
N 2.4720 -1.3665 -0.0208
N 2.1575 0.7398 0.0046
N -0.2625 0.8796 0.0536
N 1.2611 -1.5486 -0.0696
C 0.8187 0.2825 -0.1000
H -0.5408 1.9229 -0.1523
H 1.0329 -2.5687 0.0798
H -1.0231 0.2918 0.3637
```

Computed properties:
- energy relative to the best compared isomer or geometry (same formula, charge and spin) (eV) = 4.429
- LUMO level (spin up / spin down) (hartree) = -0.5317 / -0.5361
- charge = +2
- HOMO-LUMO gap (spin up / spin down) (hartree) = 0.275 / 0.271